A cluster of 13 separate species, C37H81N7O25S4 in total at a distorted geometry. Source: OMol25; level of theory: the ωB97M-V functional and the def2-TZVPD basis.

Values from the calculation:
2S+1: 1
HOMO-LUMO gap, eV: 9.20
Energy, a.u.: -5315.33451
Maximum force, eV Å⁻¹: 4.1
Lowest unoccupied orbital energy, eV: 0.07

Geometry as XYZ:
```
154
Properties=species:S:1:pos:R:3:forces:R:3
C -10.438470 -21.824790 -2.236290 -0.68 -0.68 0.54
C -9.140490 -22.016540 -1.448090 -1.34 -0.67 0.10
O -8.828370 -23.046160 -0.891810 -0.18 -1.31 -0.25
N -8.415550 -20.941220 -1.369830 0.81 3.14 0.13
C -7.105150 -20.837290 -0.798240 1.54 0.26 0.31
H -10.384250 -22.445690 -3.130520 -0.28 -0.21 0.21
H -10.834970 -20.855170 -2.537490 1.01 0.51 -0.03
H -11.221680 -22.129820 -1.542290 -0.12 -0.78 -0.28
H -8.947250 -20.105930 -1.569050 0.65 0.23 -0.16
H -6.370800 -20.595690 -1.566660 0.04 -0.44 -0.38
H -6.779430 -21.720960 -0.249480 -0.43 -0.13 -0.37
H -6.895330 -20.025230 -0.102070 -1.05 0.24 0.23
C -13.990800 -15.098290 2.822040 -0.26 -0.58 0.69
C -13.485830 -16.506800 3.113810 1.49 -0.72 -0.14
O -13.966230 -17.554340 2.697740 -0.17 0.67 0.13
N -12.285280 -16.467740 3.782150 -0.78 1.36 0.10
C -11.397180 -17.543170 4.068630 -0.35 -1.53 -0.02
H -15.074840 -15.171230 2.734610 0.15 0.35 -0.51
H -13.443300 -14.712460 1.962110 -0.48 -0.14 -0.35
H -13.739690 -14.412360 3.631080 -0.08 -0.09 0.17
H -12.061300 -15.527810 4.076190 0.45 -0.06 0.32
H -11.977180 -18.437770 4.295330 -0.24 -0.09 -0.06
H -10.760350 -17.427940 4.945710 -0.03 0.64 -0.12
H -10.775900 -17.832730 3.221130 0.20 0.25 -0.12
C -10.862070 -11.396350 5.335790 0.24 0.54 -0.42
C -10.837070 -12.797570 4.763140 0.03 1.04 0.39
O -11.712830 -13.557420 5.083420 -1.82 -2.24 0.30
N -9.842920 -13.114010 3.935660 0.55 0.28 -0.23
C -9.776550 -14.352030 3.151240 -0.11 0.35 0.92
H -10.016880 -11.272180 6.012790 0.10 0.33 -0.17
H -11.776790 -11.120850 5.860650 -0.01 -0.80 0.13
H -10.847230 -10.688470 4.507060 0.65 0.17 0.02
H -9.200440 -12.345960 3.803720 0.44 -0.12 -0.68
H -10.609910 -14.396770 2.450100 0.15 -0.04 -0.20
H -9.853840 -15.203610 3.827220 -0.04 -0.05 -0.03
H -8.808080 -14.446250 2.660010 -0.17 0.32 -0.10
C -6.396800 -10.347230 1.595450 -0.62 0.79 1.10
C -6.898250 -10.934380 2.886660 -2.65 -0.22 -2.22
O -8.115670 -11.033860 3.070090 0.35 0.27 0.57
N -5.997210 -11.473610 3.642170 2.18 -0.96 2.27
C -6.273490 -12.293720 4.813400 -0.09 -1.02 0.22
H -5.846220 -9.467260 1.928030 0.61 0.02 -0.64
H -7.304720 -9.981260 1.116020 0.38 -0.30 -0.53
H -5.820360 -11.107340 1.068140 0.00 0.45 -0.31
H -5.036290 -11.388520 3.343010 -0.15 0.07 0.23
H -5.449510 -12.986340 4.984950 0.14 0.10 -0.19
H -7.131550 -12.941870 4.635250 -0.04 0.19 -0.14
H -6.442160 -11.811830 5.776430 0.01 0.68 -0.32
C -9.524260 -16.775610 -2.488780 -0.04 -0.20 0.21
C -9.855950 -17.368830 -1.098380 2.13 1.18 -0.92
O -8.999350 -17.433840 -0.219170 -0.99 -0.30 -0.02
N -11.072450 -17.881990 -1.012300 -1.95 -0.81 -0.57
C -11.591710 -18.633990 0.089800 0.24 0.04 1.31
H -9.806330 -17.572830 -3.176500 -0.07 0.32 -0.45
H -8.477180 -16.524780 -2.658550 0.07 -0.44 0.57
H -10.023780 -15.837320 -2.730010 -0.57 -0.22 0.13
H -11.786380 -17.763300 -1.716790 0.75 0.43 -0.39
H -11.901180 -17.945850 0.876430 -0.07 -0.21 0.29
H -10.819510 -19.296590 0.480650 -0.02 -0.03 0.09
H -12.464170 -19.227400 -0.183660 0.14 0.11 -0.24
C -2.322790 -21.843150 6.751430 0.09 -0.27 0.08
C -2.228200 -20.344780 7.035490 2.36 -0.42 0.77
O -1.193300 -19.822460 7.476280 -0.32 -0.67 -0.20
N -3.283910 -19.588710 6.844980 -1.63 0.93 0.38
C -4.555270 -19.949060 6.307700 -0.42 -0.49 -1.26
H -2.693570 -22.391740 7.617270 -0.47 0.33 0.19
H -1.352250 -22.322490 6.623470 0.20 0.63 -0.29
H -2.958430 -22.102320 5.904730 -0.02 0.14 0.01
H -3.254670 -18.618190 7.123080 0.60 -0.21 -0.02
H -4.435150 -19.943230 5.224360 -0.53 0.12 -0.36
H -5.300770 -19.205060 6.588390 -0.03 -0.24 0.06
H -4.890610 -20.960800 6.535800 0.00 0.16 0.51
C -3.505830 -22.305130 2.401140 0.70 -0.48 -0.66
C -4.909130 -22.639420 1.916800 0.89 -0.55 0.54
O -5.764830 -21.818520 2.004760 -2.25 2.35 0.29
N -5.160630 -23.845500 1.371110 0.59 -1.30 -0.18
C -6.494400 -24.388570 1.024900 0.40 0.52 0.08
H -3.344070 -21.252620 2.633850 -0.64 -0.01 -0.10
H -2.849650 -22.521570 1.558120 0.38 -0.14 0.09
H -3.148980 -22.865170 3.265500 -0.24 -0.31 -0.08
H -4.398910 -24.505240 1.439230 -0.19 -0.05 -0.17
H -6.731650 -25.232760 1.672320 -0.07 0.13 0.11
H -6.548700 -24.730430 -0.008680 0.28 0.08 0.00
H -7.239740 -23.598150 1.113110 0.13 -0.13 0.19
C -9.802850 -15.420950 7.585410 -0.08 -0.02 -0.51
C -11.290320 -15.759720 7.728530 0.29 -0.17 -0.87
O -11.458390 -16.235140 9.044590 0.37 -1.22 1.91
S -10.026530 -16.498480 9.840900 -0.69 -0.29 -1.35
O -9.436880 -17.775630 9.429830 -1.15 2.48 0.96
O -10.211560 -16.179880 11.257290 0.66 -0.21 -3.24
O -9.367700 -15.288660 8.909680 1.11 -0.30 2.76
H -9.641610 -14.485950 7.048870 -0.01 0.09 0.29
H -9.192900 -16.184090 7.102020 -0.25 -0.26 -0.10
H -11.527860 -16.536830 7.002050 -0.36 0.00 0.10
H -11.945400 -14.897310 7.605170 0.12 -0.06 -0.04
C -6.239070 -17.986610 2.524010 -1.81 -0.13 -0.63
C -7.750620 -17.510840 2.434190 0.62 -0.05 -0.13
O -8.229590 -17.433790 3.777600 1.58 0.18 2.34
S -6.989100 -16.840000 4.735580 -0.76 1.04 -2.66
O -6.989540 -17.366450 6.056010 0.04 -0.43 -0.89
O -7.010010 -15.378000 4.607980 0.48 -2.48 -0.24
O -5.816370 -17.555980 3.778370 -0.21 1.88 3.31
H -5.616010 -17.533700 1.752810 -0.18 -0.05 -0.03
H -6.126360 -19.070000 2.564980 -0.24 -0.11 -0.52
H -8.423290 -18.192820 1.914080 0.32 0.19 -0.11
H -7.852380 -16.489310 2.067830 0.26 -0.22 -0.67
C -5.435150 -14.280090 1.307120 0.87 0.51 0.02
C -4.180120 -14.195230 0.441380 0.43 -1.74 0.21
O -4.502610 -15.010220 -0.675520 -1.18 -0.92 -1.74
S -6.126450 -15.312790 -0.898370 2.22 -1.95 1.42
O -6.363080 -16.722560 -0.528430 0.56 3.45 -0.56
O -6.533850 -14.882910 -2.206950 0.08 0.22 1.68
O -6.481390 -14.269030 0.310540 -1.17 -0.17 -0.43
H -5.386130 -13.448520 2.010100 -1.11 0.58 -0.51
H -5.560010 -15.119230 1.991480 0.44 -0.54 -0.54
H -3.327460 -14.699590 0.896010 -0.09 0.10 0.38
H -3.809340 -13.238250 0.074200 -0.72 0.38 0.23
C -3.023960 -17.151090 9.250560 0.42 -0.06 1.30
C -3.775710 -16.614990 10.528980 0.05 -0.77 -0.49
O -4.752410 -15.732460 10.048620 -0.97 0.93 -2.31
S -5.275070 -16.285490 8.593920 -3.46 -0.38 -0.71
O -5.664150 -15.178890 7.716760 1.36 -2.01 1.95
O -6.269750 -17.372550 8.795930 3.13 2.62 -0.17
O -3.840750 -16.898190 8.115180 -1.52 0.66 0.30
H -2.889990 -18.224940 9.380940 0.31 0.07 -0.28
H -2.092810 -16.626620 9.036100 0.06 -0.22 0.34
H -3.149700 -16.059660 11.227420 0.03 -0.26 -0.12
H -4.377120 -17.391100 11.002340 0.73 -0.43 0.33
C -9.674630 -20.906480 4.155380 0.69 0.78 -1.58
C -10.724600 -21.534910 4.999310 -1.01 -1.99 -0.13
C -9.905280 -22.358240 5.993810 1.11 1.41 -0.52
O -8.783680 -21.435960 6.197210 0.41 -0.95 1.75
C -8.493370 -20.636900 5.081730 -1.98 0.80 -0.09
H -10.118900 -20.062770 3.627300 0.41 0.47 0.15
H -9.227840 -21.500050 3.357800 -0.79 -0.77 -0.11
H -11.389240 -22.118300 4.362120 0.04 -0.44 0.02
H -11.433290 -20.869860 5.492810 0.55 0.46 0.24
H -9.444380 -23.269610 5.612900 -0.47 -0.24 -0.40
H -10.379890 -22.589480 6.947420 0.11 0.35 0.01
H -7.546130 -20.862860 4.592070 0.18 -0.01 0.25
H -8.604480 -19.590920 5.367510 0.82 0.11 0.35
C -1.689700 -16.191920 4.958690 -0.05 -1.03 -0.12
C -1.553670 -17.441040 4.086730 0.58 -1.04 0.62
C -2.558520 -17.251830 2.936460 0.53 0.86 0.07
O -3.208020 -15.982020 3.258230 -0.52 -1.22 -1.05
C -3.130980 -15.858430 4.641230 1.31 1.88 1.14
H -0.989120 -15.430740 4.615330 -0.23 0.22 -0.03
H -1.516990 -16.362420 6.021330 0.04 -0.18 -0.03
H -1.865580 -18.330710 4.633810 -0.14 0.06 0.35
H -0.504630 -17.659590 3.887140 -0.08 0.19 -0.76
H -3.256600 -18.088200 2.900870 -0.35 0.16 0.16
H -2.126720 -17.166010 1.939320 0.09 0.21 0.06
H -3.806240 -16.462010 5.247710 -0.34 -0.19 -0.30
H -3.203480 -14.803940 4.907500 -0.94 0.11 -0.12
```
Positions in Å, forces in eV/Å.